No. 1
C21H15NO3S | ωB97M-V/def2-TZVPD

XYZ file:
```
41
Properties=species:S:1:pos:R:3:forces:R:3:nbo_charge:R:1
O 2.091 -1.672 -0.077 -1.455 2.003 0.306 -0.8999
S 1.929 -0.389 0.622 3.144 -2.740 0.945 2.2271
O 2.968 -0.283 1.665 -2.225 0.979 -1.158 -0.9103
C 2.048 0.995 -0.547 -2.456 -0.898 0.664 -0.2750
C 3.300 1.490 -0.856 0.068 -0.633 0.319 -0.1802
C 3.411 2.612 -1.628 -1.302 1.195 -0.651 -0.1973
C 2.230 3.272 -2.061 0.393 -0.647 0.246 -0.1963
C 0.995 2.703 -1.797 -0.038 -1.141 0.443 -0.1429
C 0.838 1.504 -1.066 1.019 1.126 0.295 -0.0157
C -0.550 0.901 -0.777 -0.779 -0.725 0.006 0.1713
O -1.606 1.800 -1.067 0.169 1.210 0.582 -0.6942
C -0.882 -0.228 -1.747 0.191 -1.985 -1.536 -0.0808
C -1.161 0.076 -3.126 0.501 -1.219 0.799 -0.2072
C -1.556 -0.972 -4.005 0.548 1.515 0.259 -0.2153
C -1.664 -2.263 -3.541 -0.249 -0.436 0.852 -0.2053
C -1.360 -2.586 -2.202 -0.242 0.609 -0.893 -0.2158
C -0.981 -1.583 -1.318 -0.015 0.904 -0.655 -0.1340
C -0.679 0.436 0.682 -1.072 0.622 1.489 0.1624
C -1.703 0.554 1.617 0.070 -0.144 -0.469 -0.2497
C -1.332 -0.133 2.852 0.692 -0.047 -1.058 -0.1066
C -1.996 -0.485 4.040 0.811 -0.671 0.140 -0.1840
C -1.327 -1.327 4.959 -1.682 1.002 -0.311 -0.2244
C -0.041 -1.763 4.740 1.238 0.019 -0.794 -0.2136
C 0.644 -1.415 3.555 -0.107 0.204 0.648 -0.2372
C -0.017 -0.599 2.617 0.099 -1.035 1.470 0.2084
N 0.358 -0.236 1.332 1.808 0.242 -1.496 -0.6283
H 4.163 0.957 -0.497 0.208 0.062 0.216 0.2490
H 4.368 3.025 -1.870 0.394 0.083 -0.072 0.2257
H 2.230 4.214 -2.612 0.334 -0.319 0.150 0.2253
H 0.097 3.148 -2.133 -0.700 0.604 -0.374 0.2253
H -2.369 1.267 -1.342 0.362 0.224 0.131 0.4930
H -0.996 1.091 -3.498 -0.232 -0.367 0.131 0.2250
H -1.728 -0.758 -5.073 -0.023 -0.020 0.706 0.2196
H -2.075 -3.019 -4.201 0.304 -0.114 0.012 0.2157
H -1.451 -3.618 -1.895 0.037 0.052 0.212 0.2204
H -0.769 -1.830 -0.289 0.038 -0.062 0.057 0.2171
H -2.681 1.013 1.523 0.301 0.061 -0.497 0.2341
H -3.016 -0.166 4.206 0.025 0.004 0.081 0.2163
H -1.847 -1.647 5.866 0.126 0.212 -0.309 0.2149
H 0.436 -2.373 5.525 -0.091 0.320 -0.703 0.2213
H 1.680 -1.712 3.427 -0.211 -0.051 -0.181 0.2425
```
Positions in Å, forces in eV/Å.

Summary:
HOMO energy   -0.306 Eh
F_max   4.28 eV/Å
Orbital gap   0.312 Ha
SMILES   O=S1(=O)c2ccccc2[C@@](O)(c2ccccc2)c2cc3ccccc3n21
LUMO   0.0062 Eh

No. 2
C60H156N12O22P4 | ωB97M-V/def2-TZVPD

XYZ file:
```
254
Properties=species:S:1:pos:R:3:forces:R:3:mulliken_charge:R:1
C 0.680 4.894 5.055 -0.917 -0.864 -1.431 -0.8741
N 1.293 3.580 4.842 -0.703 0.532 -0.298 0.7186
C 0.612 2.747 3.838 0.627 0.981 0.202 0.4684
P 2.460 3.038 5.826 1.490 -0.760 -1.219 0.6050
O 2.780 1.656 5.372 0.127 0.169 0.727 -1.0752
N 3.879 3.950 5.878 -0.408 -0.230 -0.647 0.0846
C 4.857 3.730 4.833 -1.676 -1.516 -0.360 -0.6446
C 3.846 5.346 6.209 0.407 0.334 -0.518 -1.3102
N 1.876 3.442 7.282 0.829 -0.185 2.097 0.1684
C 0.550 2.962 7.599 -0.331 0.356 0.146 -0.1061
C 2.833 3.412 8.429 -0.827 -1.045 -0.835 -1.0356
H 1.120 5.399 5.900 -0.045 0.167 0.138 0.3825
H -0.422 4.722 5.174 0.758 0.474 0.181 0.0314
H 0.821 5.459 4.116 -0.097 0.245 0.468 0.3124
H -0.471 2.834 4.020 0.254 -0.442 -0.122 0.0796
H 1.027 1.737 3.830 -0.392 0.174 0.320 -0.6759
H 0.851 3.192 2.870 -0.322 -0.089 -0.361 -0.0963
H 4.668 4.462 4.042 0.394 -0.261 -0.373 0.3439
H 5.808 3.836 5.271 1.465 0.323 0.237 0.4555
H 4.726 2.669 4.520 0.312 0.845 -0.256 -0.1770
H 3.479 5.974 5.375 -0.236 -0.125 0.316 0.2761
H 3.270 5.439 7.100 -0.436 0.771 0.524 0.4525
H 4.873 5.692 6.371 -0.060 -0.060 0.303 0.4396
H 0.219 3.496 8.487 -0.290 0.007 0.025 0.4145
H -0.069 3.219 6.750 -0.541 -0.043 0.102 -0.1289
H 0.447 1.887 7.782 0.361 -0.050 0.025 -0.1037
H 2.837 2.397 8.812 0.121 -0.182 0.426 0.2634
H 2.590 4.102 9.211 -0.539 0.480 0.371 0.3106
H 3.810 3.631 8.065 0.609 0.068 -0.086 0.4521
C 6.294 -2.561 1.644 -0.014 -0.158 1.277 -1.1714
N 5.949 -1.142 1.854 -0.408 -0.012 -0.922 0.2181
C 6.056 -0.712 3.238 -0.776 -0.507 0.377 -0.6850
P 4.607 -0.674 0.932 0.324 -0.264 0.961 -0.2904
O 3.305 -1.357 1.037 0.028 -1.196 -0.293 -0.8578
N 4.263 0.844 1.428 -0.012 0.288 -0.250 1.4509
C 5.215 1.889 1.288 0.611 0.810 0.779 -1.2276
C 3.013 1.136 2.084 -1.090 0.400 0.286 -0.0344
N 5.304 -0.793 -0.544 -0.103 -0.852 -0.922 0.6078
C 6.644 -0.438 -0.935 -0.028 0.861 -0.795 -0.7737
C 4.469 -1.069 -1.701 -1.143 1.196 -0.316 -0.9152
H 7.367 -2.721 1.549 0.086 0.123 -0.089 0.3173
H 5.775 -3.048 0.837 -0.117 0.371 -0.718 0.4330
H 5.944 -3.151 2.503 0.212 0.157 0.146 0.3807
H 5.923 0.346 3.418 -0.188 0.269 -0.468 -0.0636
H 7.013 -0.949 3.681 0.357 -0.375 -0.152 0.4375
H 5.268 -1.225 3.793 0.074 -0.015 0.547 0.2951
H 5.523 2.007 0.262 0.316 0.187 -0.381 0.1425
H 4.774 2.835 1.631 0.129 -0.162 -0.201 0.3412
H 6.108 1.709 1.919 -0.123 0.189 -0.335 0.4195
H 3.207 1.864 2.897 -0.306 -0.400 -0.392 0.2321
H 2.182 1.514 1.414 1.009 -0.036 0.331 -0.4155
H 2.594 0.220 2.509 0.205 0.211 0.156 -0.1649
H 7.285 -0.277 -0.078 0.056 0.053 0.122 0.3625
H 7.081 -1.221 -1.584 -0.169 0.276 0.303 0.2881
H 6.566 0.509 -1.546 0.461 -0.740 0.426 -0.0078
H 3.498 -1.462 -1.359 0.250 0.373 -0.177 0.1681
H 4.848 -1.785 -2.433 0.600 -0.192 0.384 0.3476
H 4.349 -0.104 -2.266 -0.285 -0.808 0.213 0.1193
C 1.636 0.718 -8.098 -0.825 1.044 -0.132 -0.8121
N 1.618 -0.640 -8.609 -0.335 -0.154 1.436 0.4635
C 2.628 -0.893 -9.568 0.118 -0.587 -2.072 -1.2957
P 1.146 -1.802 -7.508 -0.003 0.016 0.288 -0.7106
O 0.021 -1.303 -6.687 0.335 -0.084 -0.020 -0.1007
N 0.908 -3.112 -8.484 0.943 -1.082 -0.406 0.2117
C 0.044 -3.095 -9.652 -0.407 1.286 0.826 -1.2179
C 0.764 -4.417 -7.838 -0.913 -0.078 -0.844 -0.9062
N 2.384 -2.330 -6.532 -0.303 0.860 -0.321 1.6023
C 2.261 -2.496 -5.115 0.317 -0.028 0.925 -0.9415
C 3.622 -2.866 -7.007 0.071 -0.472 -1.407 -1.2318
H 1.334 1.432 -8.888 0.147 -0.395 0.039 0.3808
H 2.635 1.039 -7.784 -0.065 -0.151 0.316 0.3904
H 0.873 0.852 -7.306 0.695 -0.246 -0.252 -0.0468
H 3.676 -0.954 -9.238 -0.265 0.200 0.262 0.2538
H 2.537 -0.091 -10.311 0.355 -0.072 -0.038 0.4452
H 2.378 -1.826 -10.116 0.395 0.434 0.353 0.3785
H 0.241 -3.912 -10.333 0.062 -0.279 0.057 0.3248
H -0.949 -3.140 -9.201 -0.581 -0.205 -0.859 0.3370
H 0.150 -2.150 -10.186 -0.080 -0.030 -0.005 0.4004
H 0.955 -5.213 -8.581 -0.094 0.340 0.300 0.3611
H 1.423 -4.565 -7.022 0.683 0.055 0.807 0.2569
H -0.273 -4.521 -7.474 0.226 -0.216 -0.023 0.2484
H 1.378 -2.021 -4.690 0.019 -0.024 -0.234 -0.3045
H 2.212 -3.561 -4.891 -0.084 -0.286 0.249 0.3452
H 3.184 -2.118 -4.615 -0.576 -0.061 -0.203 0.2758
H 3.723 -2.798 -8.097 -0.018 0.556 0.276 0.2999
H 3.644 -3.951 -6.903 0.256 -0.263 0.712 0.3595
H 4.459 -2.378 -6.508 0.170 -0.194 -0.044 0.2665
C -1.479 -5.156 -1.651 -0.346 -0.076 -0.563 -1.0089
N -1.335 -5.488 -0.255 0.358 -0.273 0.186 0.6388
C -0.129 -6.264 0.026 0.186 0.286 -0.153 -1.0232
P -2.638 -5.628 0.734 -0.016 1.141 0.295 0.4132
O -3.540 -6.774 0.765 -0.531 -1.017 -0.248 -0.9529
N -1.785 -5.546 2.177 -0.727 0.544 1.155 0.4137
C -0.769 -4.551 2.511 0.886 -0.341 -1.254 -0.4207
C -2.393 -6.143 3.374 -0.569 -0.285 -0.221 -1.2110
N -3.518 -4.262 0.261 -0.172 -1.678 0.336 0.6013
C -2.913 -3.031 0.569 1.447 1.059 -0.175 0.7289
C -4.980 -4.243 0.181 0.512 0.970 1.112 -0.7093
H -0.722 -4.464 -2.030 0.205 -0.151 0.247 0.1493
H -2.434 -4.658 -1.780 -0.127 0.018 -0.146 0.2650
H -1.471 -6.049 -2.295 0.031 0.073 0.116 0.4045
H -0.219 -7.226 -0.489 0.410 -0.040 0.028 0.2760
H 0.092 -6.438 1.102 -0.433 0.228 -0.904 0.3527
H 0.661 -5.640 -0.410 0.364 -0.571 0.090 0.2853
H 0.089 -4.942 3.074 -0.363 -0.443 0.076 0.4008
H -0.312 -4.147 1.594 -0.320 -0.107 0.244 0.1805
H -1.137 -3.726 3.072 -0.579 0.711 0.564 -0.1629
H -2.813 -5.432 4.105 0.532 0.203 -0.221 0.2744
H -3.249 -6.766 3.107 0.231 -0.023 -0.303 0.3804
H -1.670 -6.798 3.854 0.155 0.082 0.273 0.3847
H -2.981 -2.675 1.618 -0.437 0.062 -0.485 0.2018
H -1.847 -3.126 0.359 0.154 -0.039 0.279 -0.9064
H -3.192 -2.299 -0.178 -0.573 0.685 0.218 -0.4717
H -5.379 -5.169 -0.188 -0.068 -0.257 -0.209 0.3991
H -5.273 -3.357 -0.398 0.023 -0.416 -0.272 -0.0583
H -5.376 -4.028 1.188 -0.249 -0.306 -0.126 0.2700
C -2.491 1.268 2.513 0.791 -1.343 1.802 -0.5724
O -1.903 0.327 1.650 -1.332 -0.268 -1.007 0.4168
C -0.560 0.514 1.359 0.905 -1.302 0.482 0.9011
C -0.007 -0.613 0.474 -0.305 1.350 -0.534 0.4636
O -0.669 -0.453 -0.779 0.119 -0.443 -0.153 0.8042
C -0.319 -1.475 -1.670 0.872 -1.288 -0.034 0.3492
C -1.146 -1.383 -2.886 -0.775 -0.817 -2.658 1.0518
O -0.903 -2.550 -3.771 1.572 0.855 2.395 -0.5217
C -1.832 -2.697 -4.775 -0.320 0.436 -1.292 -0.4065
H -2.482 2.289 2.195 0.340 0.702 -0.524 0.1316
H -1.958 1.154 3.506 -0.595 0.532 -0.695 -0.0210
H -3.527 0.982 2.678 -0.075 -0.105 -0.114 0.0686
H -0.039 0.425 2.319 0.509 0.533 -0.054 -0.3961
H -0.380 1.451 0.834 0.084 0.367 0.137 -0.3667
H -0.120 -1.620 0.849 -0.461 -0.311 0.414 -0.2430
H 1.070 -0.489 0.312 0.072 0.181 0.262 -0.7704
H -0.515 -2.487 -1.246 0.341 0.559 0.115 -0.5969
H 0.747 -1.441 -2.012 -0.373 0.075 0.641 -0.9710
H -0.936 -0.472 -3.455 0.042 0.046 -0.008 0.1898
H -2.206 -1.381 -2.660 -0.365 -0.002 0.333 -0.3100
H -2.806 -2.870 -4.326 -0.565 0.022 -0.242 0.5344
H -1.567 -3.523 -5.460 0.086 -0.077 0.704 0.1464
H -1.789 -1.832 -5.447 -0.591 0.054 0.262 -0.2590
C -2.740 -0.136 -7.643 0.261 -1.154 -0.367 -1.0399
O -3.228 0.001 -6.336 -0.618 -0.320 -1.014 0.0816
C -2.656 1.092 -5.728 0.601 1.428 1.527 -0.0549
C -3.139 1.071 -4.239 -0.347 0.326 -1.783 0.2272
O -2.227 1.805 -3.489 -0.232 0.596 2.005 -0.4037
C -2.643 1.937 -2.074 0.401 0.609 -1.620 1.1177
C -1.825 3.102 -1.556 0.183 -0.263 -1.159 -0.7276
O -2.073 3.313 -0.215 -0.083 -0.431 0.759 0.0670
C -1.179 4.259 0.289 0.136 0.536 -0.369 -0.4627
H -3.214 -0.948 -8.142 -1.135 -0.848 -0.096 0.3565
H -1.726 -0.499 -7.654 0.793 0.587 0.247 0.2644
H -2.891 0.689 -8.314 -0.008 1.040 0.068 0.4113
H -2.855 2.054 -6.302 -0.059 -0.851 0.758 0.3255
H -1.554 0.996 -5.658 -0.204 -0.064 -0.239 -0.3415
H -3.122 0.022 -3.974 -0.293 -0.295 0.225 -0.3953
H -4.174 1.460 -4.151 0.423 -0.193 0.066 0.5970
H -2.444 1.022 -1.525 -0.015 -0.184 0.077 -0.7724
H -3.711 2.225 -2.031 0.324 -0.341 -0.016 0.2545
H -2.089 3.975 -2.157 -0.148 0.322 -0.046 0.3617
H -0.746 2.970 -1.734 -0.069 -0.427 0.011 0.0013
H -0.119 3.995 0.074 -0.471 0.122 0.017 0.1161
H -1.315 4.292 1.355 -0.024 0.174 0.516 -0.0826
H -1.428 5.237 -0.168 0.423 -0.129 0.312 0.3383
C 5.497 6.542 -4.194 0.203 0.420 -0.349 -0.6401
O 6.313 5.501 -4.650 -0.215 -1.185 -0.442 -0.3649
C 6.632 4.506 -3.713 0.555 0.019 0.634 -0.8829
C 5.618 3.471 -3.291 -0.155 -1.294 -1.096 0.3564
O 4.552 3.926 -2.515 -0.416 0.166 0.795 -0.3178
C 3.735 2.927 -1.882 1.693 0.585 0.697 0.4523
C 2.650 2.382 -2.695 -0.949 -0.946 -1.220 -0.1455
O 3.164 1.644 -3.799 1.016 -0.238 0.579 -0.4948
C 2.320 0.746 -4.456 -2.206 0.498 -0.141 0.3605
H 5.007 6.963 -5.059 -0.105 0.179 -0.404 0.2427
H 6.152 7.306 -3.791 -0.129 0.373 0.546 0.2754
H 4.710 6.246 -3.522 -0.063 -0.271 0.537 0.2577
H 6.994 4.954 -2.778 0.244 0.241 -0.040 0.4048
H 7.452 3.901 -4.149 -0.282 0.488 0.128 0.3068
H 6.232 2.731 -2.731 -0.335 0.113 -0.087 -0.0778
H 5.200 2.962 -4.176 0.306 0.003 0.115 0.2166
H 3.337 3.454 -1.021 -0.402 0.022 0.159 0.2522
H 4.306 2.074 -1.447 0.177 0.524 -0.522 -0.7013
H 2.008 3.139 -3.102 -0.478 0.791 -0.125 0.6397
H 2.038 1.777 -2.025 -0.166 -0.454 -0.003 -0.1452
H 1.852 -0.029 -3.795 0.379 0.696 -0.128 -0.4603
H 2.877 0.205 -5.216 0.155 0.225 -0.061 0.1104
H 1.458 1.325 -4.952 1.015 -0.902 0.511 0.1881
C -5.033 -0.039 0.571 -1.696 1.303 0.006 -0.0751
O -5.854 -0.726 -0.351 0.302 -0.379 -0.717 -0.5450
C -5.476 -0.353 -1.679 -0.686 -0.728 0.633 1.0689
C -6.269 -1.126 -2.726 0.154 0.883 0.035 -1.0086
O -5.714 -0.667 -3.954 -0.191 0.088 -0.203 -0.0127
C -6.382 -1.044 -5.160 0.287 -0.011 1.169 -1.0009
C -5.819 -2.302 -5.739 0.365 -0.546 0.768 -0.1201
O -5.985 -3.352 -4.769 -0.326 0.485 -0.215 -0.2387
C -5.745 -4.643 -5.290 -0.206 0.412 -0.116 -0.6968
H -5.202 -0.389 1.572 0.147 -0.866 0.360 0.4374
H -5.468 0.981 0.648 0.797 0.112 -0.237 -0.0117
H -3.994 -0.036 0.295 0.530 0.007 -0.003 -0.0319
H -4.408 -0.446 -1.772 0.651 -0.642 -0.358 -0.7477
H -5.635 0.687 -1.867 -0.474 1.082 0.089 0.4024
H -7.348 -0.910 -2.618 0.257 0.262 -0.226 0.2626
H -6.182 -2.180 -2.628 0.360 -1.035 0.136 0.3722
H -6.263 -0.214 -5.854 -0.113 -0.029 -0.094 0.3527
H -7.412 -1.231 -4.902 -0.740 0.175 -0.189 0.4769
H -4.756 -2.149 -5.902 0.268 -0.043 -0.378 -0.0226
H -6.349 -2.523 -6.673 0.104 -0.187 -0.044 0.4618
H -6.243 -5.383 -4.652 -0.097 0.247 -0.243 0.2405
H -4.683 -4.884 -5.283 0.241 0.037 -0.222 0.1986
H -6.141 -4.629 -6.314 0.122 -0.686 0.104 0.3077
C -0.741 -1.527 5.097 -0.714 -0.416 -0.691 -0.1932
O 0.445 -2.276 5.223 0.673 0.172 -0.884 -0.4096
C 1.589 -1.491 5.581 0.020 0.286 -0.044 0.2695
C 1.438 -0.911 6.954 0.316 0.700 -0.410 -0.3851
O 1.446 -1.889 7.948 0.233 -0.806 -0.296 -0.2444
C 1.032 -1.426 9.179 -0.043 1.376 1.235 -0.0090
C 1.547 -2.325 10.302 -0.523 -1.223 -1.891 -0.7080
O 2.919 -2.592 10.116 0.105 0.054 0.203 -0.4038
C 3.208 -3.719 9.293 1.377 0.056 0.532 -0.5218
H -1.457 -1.894 4.311 1.015 -0.272 0.502 -0.1715
H -0.519 -0.518 4.778 0.021 0.618 0.235 0.0573
H -1.302 -1.574 6.026 -0.122 0.414 0.291 0.3722
H 1.871 -0.611 4.977 -1.157 0.040 -0.569 -0.3133
H 2.500 -2.054 5.405 -0.126 -0.867 0.577 0.4138
H 0.481 -0.385 6.973 -0.200 0.176 0.034 0.0995
H 2.213 -0.114 7.038 -0.134 -0.566 0.497 0.3778
H -0.078 -1.324 9.257 0.455 -0.048 -0.131 0.3120
H 1.477 -0.419 9.337 -0.262 -0.179 0.036 0.0476
H 1.000 -3.288 10.176 0.110 0.400 0.504 0.3248
H 1.333 -1.894 11.275 0.231 0.066 0.139 0.3741
H 2.459 -4.488 9.425 -0.277 -0.232 -0.152 0.2838
H 4.177 -4.111 9.661 -0.476 0.066 -0.026 0.2409
H 3.381 -3.501 8.232 -0.536 0.277 0.214 0.1572
C -3.862 3.344 5.842 -0.696 0.212 1.106 -0.8005
O -2.889 4.149 5.191 -0.494 0.298 -0.692 -0.0692
C -3.478 5.370 4.690 0.416 0.057 0.921 -0.9772
C -4.113 5.298 3.309 0.466 0.783 0.024 0.2184
O -5.278 4.519 3.288 -0.020 -0.084 0.741 -0.3026
C -5.677 4.067 2.028 0.996 -0.502 -1.062 0.1221
C -6.899 3.231 2.134 -0.892 -0.725 0.693 -0.6842
O -6.522 2.091 2.925 -0.756 0.321 -0.311 -0.1428
C -7.535 1.106 2.839 -0.617 0.118 0.983 -0.8323
H -4.785 3.220 5.242 0.557 0.029 0.327 0.2192
H -4.094 3.791 6.841 -0.242 0.103 -0.700 0.3216
H -3.472 2.373 6.151 0.410 -0.034 -0.703 0.2566
H -2.663 6.117 4.664 -0.149 -0.410 -0.288 0.4067
H -4.159 5.776 5.462 -0.137 -0.317 -0.391 0.4260
H -3.338 4.945 2.611 -0.253 -0.281 -0.048 -0.2121
H -4.329 6.356 3.012 -0.009 -0.529 0.087 0.3928
H -4.908 3.398 1.582 0.009 0.486 0.172 -0.2370
H -5.830 4.905 1.359 -0.135 0.343 -0.359 0.4278
H -7.276 2.803 1.177 0.460 0.800 0.129 0.3922
H -7.737 3.837 2.581 0.544 -0.731 -0.032 0.4024
H -7.719 0.791 1.796 0.041 0.025 0.375 0.2972
H -8.476 1.481 3.318 0.402 -0.096 -0.651 0.2736
H -7.257 0.261 3.477 0.274 0.011 -0.405 0.2509
```
Positions in Å, forces in eV/Å.

Summary:
HOMO energy   -0.293 Eh
F_max   2.99 eV/Å
Orbital gap   0.308 Ha
SMILES   CN(C)P(=O)(N(C)C)N(C)C.CN(C)P(=O)(N(C)C)N(C)C.CN(C)P(=O)(N(C)C)N(C)C.CN(C)P(=O)(N(C)C)N(C)C.COCCOCCOC.COCCOCCOC.COCCOCCOC.COCCOCCOC.COCCOCCOC.COCCOCCOC
LUMO   0.0156 Eh